A structure of composition C24H31DyGeNO, computed with ωB97M-V with the def2-TZVPD basis set.

CARTESIAN COORDINATES (ANGSTROEM)
Dy1 1.14 0.83 0.67
O1 0.32 -0.97 0.96
N1 -0.87 -0.37 1.23
C1 2.84 -2.01 -2.84
Ge1 3.51 -0.38 -1.87
C2 5.41 -0.08 -2.47
C3 2.42 1.13 -2.64
C4 3.30 -0.35 0.09
H1 3.35 -2.11 -3.80
H2 1.78 -1.92 -3.04
H3 3.00 -2.92 -2.28
H4 5.49 -0.04 -3.56
H5 6.05 -0.88 -2.12
H6 5.78 0.86 -2.07
H7 2.51 1.21 -3.72
H8 2.73 2.08 -2.20
H9 1.36 0.98 -2.39
H10 4.26 0.01 0.50
H11 3.20 -1.39 0.43
C5 -0.01 2.84 0.71
C6 -0.79 3.50 1.40
C7 -1.71 4.23 2.16
C8 -1.56 5.65 2.26
C9 -0.84 6.35 1.27
C10 -0.64 7.71 1.34
C11 -1.14 8.45 2.41
C12 -1.81 7.77 3.42
C13 -2.01 6.41 3.36
C14 -2.71 3.46 2.83
C15 -3.94 3.98 3.27
C16 -4.89 3.19 3.88
C17 -4.67 1.84 4.08
C18 -3.48 1.28 3.64
C19 -2.52 2.07 3.03
H12 -0.44 5.79 0.44
H13 -0.10 8.22 0.55
H14 -1.00 9.52 2.46
H15 -2.17 8.33 4.28
H16 -2.48 5.91 4.19
H17 -4.17 5.03 3.09
H18 -5.83 3.64 4.20
H19 -5.42 1.22 4.57
H20 -3.29 0.23 3.77
H21 -1.60 1.61 2.69
C20 -1.16 -1.49 -1.58
C21 -1.99 -1.94 -0.36
C22 -1.41 -3.23 0.23
C23 -3.43 -2.16 -0.81
C24 -1.92 -0.83 0.67
H22 -1.17 -2.26 -2.34
H23 -0.12 -1.30 -1.28
H24 -1.58 -0.57 -1.99
H25 -1.52 -4.05 -0.48
H26 -1.93 -3.50 1.15
H27 -0.36 -3.10 0.46
H28 -3.47 -2.95 -1.56
H29 -3.85 -1.25 -1.24
H30 -4.06 -2.46 0.03
H31 -2.84 -0.33 0.96

spin multiplicity	6
Kohn-Sham gap (alpha / beta)	4.639 / 6.140	eV
charge	-1
F_max	4.03	eV Å⁻¹
HOMO level (alpha / beta)	-2.9 / -3.4	eV
⟨S²⟩	9.8229
total energy	-109524.1999	eV
ΔE to the lowest compared entry with this formula, charge and spin	210.6	kJ/mol

A structure of composition C24H31HgN5O7Si, computed with ωB97M-V with the def2-TZVPD basis set.

CARTESIAN COORDINATES (ANGSTROEM)
Hg1 0.93 -0.21 0.16
O1 1.53 0.07 -3.97
C1 2.02 -0.42 -2.82
O2 2.80 0.19 -2.13
C2 1.56 -1.81 -2.49
C3 1.66 -2.80 -3.43
C4 1.43 -4.14 -3.00
C5 1.08 -4.36 -1.70
C6 0.93 -3.29 -0.80
N1 1.23 -1.99 -1.21
C7 0.45 -3.46 0.53
O3 0.17 -4.77 0.86
O4 0.28 -2.59 1.37
H1 1.90 0.96 -4.05
H2 1.92 -2.56 -4.45
H3 1.54 -4.97 -3.69
H4 0.91 -5.37 -1.34
H5 -0.15 -4.71 1.77
C8 -1.00 4.14 1.18
C9 -0.20 3.38 2.20
C10 -0.06 3.83 3.50
C11 0.66 3.03 4.39
C12 1.23 1.86 3.96
C13 1.09 1.49 2.59
N2 0.35 2.25 1.76
N3 1.65 0.37 2.07
Si1 2.95 -0.57 2.75
C14 2.37 -1.73 4.11
C15 4.30 0.55 3.44
C16 3.70 -1.60 1.38
H6 -1.20 5.17 1.49
H7 -1.97 3.64 1.02
H8 -0.47 4.14 0.22
H9 -0.52 4.76 3.81
H10 0.76 3.33 5.43
H11 1.76 1.22 4.64
H12 2.09 -1.20 5.03
H13 3.17 -2.44 4.37
H14 1.51 -2.29 3.75
H15 4.01 1.07 4.35
H16 4.60 1.30 2.70
H17 5.18 -0.06 3.68
H18 3.08 -2.45 1.10
H19 4.67 -1.99 1.71
H20 3.88 -1.00 0.48
C17 -2.85 -0.57 -4.07
C18 -3.71 -0.24 -2.86
C19 -3.01 0.74 -1.90
C20 -3.93 1.17 -0.72
C21 -4.56 0.03 0.07
C22 -2.72 2.03 -2.65
O5 -3.57 2.63 -3.30
N4 -1.46 2.52 -2.52
C23 -0.40 1.98 -1.76
O6 0.62 2.63 -1.68
N5 -0.58 0.75 -1.23
C24 -1.76 0.07 -1.32
O7 -1.87 -1.06 -0.88
H21 -3.36 -1.28 -4.73
H22 -1.90 -1.03 -3.77
H23 -2.63 0.32 -4.66
H24 -3.92 -1.14 -2.29
H25 -4.66 0.21 -3.17
H26 -4.71 1.80 -1.14
H27 -3.34 1.80 -0.05
H28 -5.27 -0.53 -0.54
H29 -5.10 0.44 0.93
H30 -3.81 -0.67 0.44
H31 -1.28 3.43 -2.92

spin multiplicity	2
Kohn-Sham gap (alpha / beta)	5.726 / 7.807	eV
charge	-1
F_max	0.34	eV Å⁻¹
HOMO level (alpha / beta)	-2.9 / -5.0	eV
⟨S²⟩	0.7632
total energy	-59233.5071	eV
ΔE to the lowest compared entry with this formula, charge and spin	17.1	kJ/mol

A cluster of 2 separate species, C24H31N2O in total, computed with ωB97M-V with the def2-TZVPD basis set.

CARTESIAN COORDINATES (ANGSTROEM)
C1 5.27 -1.04 1.63
O1 4.85 0.08 2.38
C2 3.50 0.39 2.23
C3 2.59 -0.35 1.46
C4 1.27 0.00 1.41
C5 0.77 1.12 2.12
C6 -0.62 1.42 2.15
C7 -1.64 0.45 2.05
C8 -3.06 0.69 2.00
C9 -3.82 1.85 1.82
C10 -5.19 1.76 1.83
C11 -5.82 0.53 2.03
C12 -5.10 -0.62 2.20
C13 -3.70 -0.55 2.17
N1 -2.70 -1.53 2.30
C14 -2.92 -2.93 2.64
C15 -1.48 -0.93 2.22
C16 1.71 1.90 2.83
C17 3.02 1.53 2.89
H1 6.33 -1.20 1.83
H2 4.72 -1.93 1.93
H3 5.13 -0.84 0.57
H4 2.93 -1.20 0.89
H5 0.59 -0.54 0.77
H6 -0.92 2.43 2.39
H7 -3.32 2.79 1.66
H8 -5.78 2.65 1.68
H9 -6.90 0.49 2.05
H10 -5.59 -1.57 2.35
H11 -3.99 -3.16 2.69
H12 -2.46 -3.58 1.90
H13 -2.48 -3.14 3.62
H14 -0.55 -1.45 2.39
H15 1.36 2.77 3.37
H16 3.73 2.11 3.46
C18 1.70 1.74 -4.75
C19 0.54 1.04 -4.05
C20 -0.51 2.05 -3.60
C21 1.02 0.18 -2.86
C22 2.04 -0.90 -3.25
C23 1.72 -2.12 -2.37
C24 0.24 -1.96 -1.99
N2 -0.13 -0.54 -2.22
H17 2.23 2.39 -4.06
H18 2.43 1.03 -5.15
H19 1.35 2.36 -5.58
H20 0.07 0.34 -4.77
H21 -0.10 2.73 -2.86
H22 -0.87 2.65 -4.44
H23 -1.38 1.56 -3.15
H24 1.47 0.85 -2.11
H25 1.93 -1.15 -4.31
H26 3.08 -0.56 -3.11
H27 1.90 -3.07 -2.89
H28 2.34 -2.12 -1.47
H29 -0.40 -2.58 -2.63
H30 0.05 -2.26 -0.95
H31 -0.45 -0.07 -1.37

spin multiplicity	1
Kohn-Sham gap	5.814	eV
charge	+1
F_max	2.74	eV Å⁻¹
HOMO level	-10.9	eV
total energy	-30412.0465	eV
ΔE to the lowest compared entry with this formula, charge and spin	11.9	kJ/mol

The molecule C24H31N3O3, computed with ωB97M-V with the def2-TZVPD basis set.

CARTESIAN COORDINATES (ANGSTROEM)
C1 -1.86 -2.53 -3.95
C2 -1.92 -1.71 -2.67
O1 -0.64 -1.77 -2.03
C3 -0.32 -0.79 -1.19
O2 -1.01 0.18 -1.00
C4 1.06 -1.00 -0.57
C5 2.03 -0.39 -1.61
C6 3.52 -0.70 -1.48
C7 4.32 0.22 -0.54
C8 4.23 1.66 -0.96
C9 3.43 2.56 -0.28
C10 3.34 3.88 -0.69
C11 4.06 4.31 -1.80
C12 4.86 3.42 -2.48
C13 4.95 2.10 -2.07
C14 1.07 -0.26 0.78
C15 0.38 -1.13 1.85
N1 -0.54 -2.06 1.23
C16 -1.85 -1.85 1.02
O3 -2.53 -2.61 0.35
C17 -2.50 -0.64 1.64
C18 -3.49 0.00 0.90
C19 -4.10 1.10 1.50
C20 -5.16 1.89 0.80
N2 -3.76 1.49 2.72
C21 -2.82 0.80 3.35
C22 -2.45 1.25 4.73
N3 -2.17 -0.24 2.86
C23 0.14 -3.09 0.47
C24 1.31 -2.49 -0.32
H1 -1.60 -3.56 -3.71
H2 -2.84 -2.51 -4.43
H3 -1.12 -2.12 -4.63
H4 -2.65 -2.12 -1.97
H5 -2.16 -0.66 -2.87
H6 1.88 0.69 -1.62
H7 1.71 -0.77 -2.59
H8 3.96 -0.59 -2.48
H9 3.67 -1.74 -1.18
H10 5.36 -0.10 -0.57
H11 3.97 0.10 0.49
H12 2.87 2.24 0.59
H13 2.71 4.57 -0.15
H14 3.99 5.34 -2.12
H15 5.43 3.75 -3.34
H16 5.58 1.41 -2.60
H17 0.53 0.68 0.66
H18 2.09 -0.05 1.09
H19 1.13 -1.74 2.38
H20 -0.15 -0.52 2.58
H21 -3.76 -0.34 -0.08
H22 -4.75 2.31 -0.12
H23 -5.99 1.24 0.52
H24 -5.51 2.69 1.44
H25 -1.73 2.07 4.65
H26 -3.33 1.62 5.25
H27 -1.99 0.44 5.28
H28 0.50 -3.87 1.16
H29 -0.61 -3.54 -0.19
H30 1.42 -3.02 -1.27
H31 2.23 -2.60 0.25

spin multiplicity	1
Kohn-Sham gap	9.731	eV
F_max	0.88	eV Å⁻¹
HOMO level	-9.1	eV
total energy	-36005.6106	eV
ΔE to the lowest compared entry with this formula, charge and spin	26.1	kJ/mol